(1)
{
  "formula": "C46H37Br2CoN7O3",
  "method": "the ωB97M-V functional and the def2-TZVPD basis",
  "gap_ev": [3.27, 3.82],
  "multiplicity": 4,
  "charge": -2,
  "e_lumo_ev": [3.8, 3.8],
  "elements": ["Co", "C", "N", "C", "C", "N", "C", "C", "C", "C", "C", "C", "N", "C", "N", "C", "C", "C", "C", "C", "C", "N", "H", "H", "H", "H", "H", "H", "H", "H", "H", "H", "H", "H", "H", "H", "H", "Br", "C", "C", "C", "Br", "C", "C", "C", "C", "N", "C", "C", "O", "H", "H", "H", "H", "C", "C", "C", "C", "C", "C", "C", "H", "H", "H", "H", "H", "C", "O", "C", "C", "C", "C", "C", "C", "N", "C", "C", "C", "C", "C", "C", "C", "O", "H", "H", "H", "H", "H", "H", "H", "H", "H", "H", "H", "H", "H"],
  "coordinates": [[0.77692, -0.57113, -0.15534], [-2.55814, 0.08450, 1.34855], [-2.64525, 0.44940, -0.06695], [-2.86313, 1.88166, -0.29748], [-1.96352, 2.66286, -1.21279], [-0.79485, 2.40635, -1.69253], [-0.41924, 3.52532, -2.41179], [0.75650, 3.81725, -3.09678], [0.83970, 5.02834, -3.76349], [-0.21045, 5.95122, -3.75314], [-1.37837, 5.69747, -3.05098], [-1.45382, 4.48436, -2.38177], [-2.43029, 3.90740, -1.60803], [-1.49184, -0.86292, 1.82973], [-0.50025, -1.43906, 1.19467], [0.01707, -2.39364, 2.05111], [0.98000, -3.37213, 1.82701], [1.27412, -4.22995, 2.87527], [0.64531, -4.12207, 4.11585], [-0.33858, -3.16894, 4.34261], [-0.65121, -2.33392, 3.28068], [-1.61066, -1.36476, 3.10750], [-3.50279, -0.41700, 1.61847], [-2.50697, 0.99362, 1.96093], [-1.80313, 0.12687, -0.58160], [-2.84905, 2.42279, 0.65819], [-3.87779, 1.99489, -0.71225], [1.58672, 3.12768, -3.09094], [1.74431, 5.26523, -4.31005], [-0.10950, 6.88721, -4.29026], [-2.19631, 6.40908, -3.02341], [-3.28294, 4.33587, -1.30033], [1.44011, -3.46289, 0.85251], [2.01172, -5.00949, 2.72603], [0.91718, -4.80089, 4.91505], [-0.84400, -3.09106, 5.29716], [-2.21561, -0.98861, 3.81435], [-1.04124, 3.49922, 3.39503], [0.46923, 2.32589, 3.49340], [1.24776, 2.34731, 4.63680], [2.31961, 1.49594, 4.71858], [3.40275, 1.58527, 6.30584], [2.63216, 0.57457, 3.69777], [3.70539, -0.33313, 3.76030], [3.90837, -1.18346, 2.70798], [3.05648, -1.15108, 1.61208], [2.02670, -0.32763, 1.50469], [1.81342, 0.55338, 2.52925], [0.69973, 1.48646, 2.37570], [0.01880, 1.51893, 1.33376], [1.01295, 3.02186, 5.44791], [4.35375, -0.35160, 4.62477], [4.73904, -1.87698, 2.71813], [3.24298, -1.79011, 0.75918], [-0.10195, -1.44879, -1.40395], [-0.75418, -2.35308, -2.21928], [-2.14153, -2.72638, -2.06989], [-2.76677, -3.55889, -2.97109], [-2.08948, -4.09371, -4.07416], [-0.73154, -3.78046, -4.23195], [-0.07880, -2.95832, -3.34466], [-2.68965, -2.32116, -1.22741], [-3.81730, -3.80738, -2.83076], [-2.59697, -4.73430, -4.78732], [-0.18103, -4.19902, -5.07205], [0.97197, -2.72512, -3.47310], [2.65538, -0.49346, -5.15260], [3.96607, 0.03014, -4.95077], [4.95721, -0.75838, -5.46694], [5.57932, -0.33668, -6.62831], [6.56904, -1.08858, -7.24978], [6.92365, -2.30862, -6.69264], [6.31405, -2.74346, -5.53129], [5.33411, -1.98418, -4.86820], [4.76444, -2.48632, -3.72304], [4.09199, -1.79064, -2.70461], [4.54459, -0.62276, -2.10168], [5.86142, -0.11670, -2.23652], [6.29461, 0.95688, -1.48956], [5.41325, 1.59922, -0.61046], [4.10294, 1.17288, -0.48593], [3.60487, 0.07723, -1.22712], [2.38622, -0.29766, -1.23779], [2.34892, -0.35593, -6.19743], [1.98410, 0.05472, -4.49894], [2.59606, -1.55376, -4.90150], [5.25288, 0.60443, -7.05393], [7.03278, -0.73939, -8.16352], [7.67848, -2.92647, -7.16541], [6.59607, -3.69774, -5.09818], [4.89498, -3.47484, -3.58172], [3.15675, -2.22037, -2.36551], [6.54599, -0.61371, -2.91622], [7.31627, 1.30984, -1.58284], [5.75779, 2.45083, -0.03317], [3.40997, 1.70417, 0.15744]]
}

***

(2)
{
  "formula": "C46H38Br2FN12O5Ru",
  "method": "the ωB97M-V functional and the def2-TZVPD basis",
  "de_lowest_ev": 0.000,
  "gap_ev": [4.32, 4.35],
  "charge": 3,
  "e_lumo_ev": [-9.4, -9.4],
  "elements": ["Ru", "F", "C", "C", "C", "C", "O", "C", "C", "N", "C", "C", "C", "C", "C", "C", "N", "C", "C", "N", "C", "C", "C", "O", "O", "H", "H", "H", "H", "H", "H", "H", "H", "H", "H", "H", "H", "H", "H", "H", "H", "H", "H", "Br", "C", "C", "C", "Br", "C", "C", "C", "C", "N", "C", "C", "O", "H", "H", "H", "H", "C", "N", "C", "N", "C", "N", "C", "C", "C", "C", "C", "C", "C", "N", "N", "C", "O", "C", "C", "C", "C", "C", "C", "N", "C", "N", "C", "N", "C", "H", "H", "H", "H", "H", "H", "H", "H", "H", "H", "H", "H", "H", "H", "H", "H"],
  "coordinates": [[-0.55629, -0.64230, 0.72431], [3.90361, -5.04638, -1.58711], [4.04813, -4.29758, -0.47843], [3.15333, -3.29991, -0.26475], [3.20869, -2.51825, 0.89753], [2.20053, -1.51770, 1.14191], [1.39889, -1.15991, 0.21028], [2.19864, -0.94718, 2.42919], [3.25784, -1.18460, 3.26620], [4.27950, -2.00569, 2.99678], [5.38920, -1.93454, 3.96262], [6.06370, -3.10995, 4.59357], [6.83003, -2.19372, 3.66541], [4.22716, -2.77693, 1.83369], [5.13506, -3.81559, 1.58498], [5.08010, -4.60358, 0.44220], [5.99611, -5.62941, 0.22798], [6.09678, -6.37458, -1.03273], [7.39788, -7.17981, -1.04482], [8.46587, -6.38166, -0.35134], [8.17338, -6.24242, 1.13203], [6.66105, -6.31189, 1.32753], [1.13705, -0.02038, 2.91990], [1.38078, 0.91002, 3.63514], [-0.11926, -0.31610, 2.54385], [2.36306, -3.13294, -0.98310], [3.30823, -0.64330, 4.20184], [5.21015, -1.09418, 4.61448], [5.79949, -4.10326, 4.26027], [6.25688, -3.04485, 5.65460], [7.11708, -2.54422, 2.68692], [7.53344, -1.49749, 4.09922], [5.90564, -4.01486, 2.30333], [6.10405, -5.67501, -1.86579], [5.27015, -7.07157, -1.18867], [7.72117, -7.38381, -2.06269], [7.32493, -8.12482, -0.51194], [8.50263, -5.45128, -0.77076], [9.38463, -6.80351, -0.49517], [8.59189, -5.28804, 1.44382], [8.69022, -7.04660, 1.65185], [6.40442, -5.88818, 2.29215], [6.33223, -7.35427, 1.36563], [-1.56287, -5.29644, -0.52764], [-2.67102, -4.06920, 0.33302], [-4.00462, -4.40182, 0.62716], [-4.83050, -3.51990, 1.27874], [-6.57279, -4.04493, 1.69053], [-4.36976, -2.22152, 1.64585], [-5.09216, -1.24908, 2.36446], [-4.48335, -0.05992, 2.69002], [-3.18043, 0.19521, 2.25717], [-2.49771, -0.67812, 1.53508], [-3.05824, -1.89248, 1.27738], [-2.18186, -2.83503, 0.69755], [-0.90770, -2.45131, 0.54177], [-4.38056, -5.37629, 0.34827], [-6.10645, -1.45191, 2.68124], [-5.00164, 0.68614, 3.27468], [-2.67715, 1.12366, 2.49379], [-1.18749, -1.42290, -4.76585], [-1.41842, -1.02998, -3.36770], [-0.56772, -1.00177, -2.35291], [-1.21170, -0.56567, -1.27256], [-2.48174, -0.32240, -1.71255], [-2.63522, -0.59667, -2.97761], [-0.32471, -0.43708, -5.51312], [0.49833, -0.87824, -6.54238], [1.21219, 0.04049, -7.30133], [1.12890, 1.39496, -7.02463], [0.32897, 1.83106, -5.97372], [-0.40435, 0.91627, -5.22774], [0.25964, 3.24943, -5.62317], [0.47406, 4.28608, -6.34752], [0.26181, 5.39170, -5.51353], [-0.06435, 4.91523, -4.36725], [-0.08872, 3.55563, -4.34625], [-0.36211, 5.60840, -3.11399], [-0.83483, 6.91341, -3.12180], [-1.12399, 7.53832, -1.91834], [-0.92762, 6.87433, -0.71708], [-0.42530, 5.57582, -0.71229], [-0.12355, 4.92466, 0.61660], [0.15751, 3.48873, 0.51005], [-0.67159, 2.46145, 0.53909], [0.02900, 1.33163, 0.40854], [1.32351, 1.76723, 0.27722], [1.42639, 3.06267, 0.33398], [-0.15154, 4.94202, -1.90994], [-2.18608, -1.48177, -5.19653], [-0.75609, -2.42293, -4.77150], [0.46527, -1.30355, -2.39935], [-3.27541, 0.05400, -1.08894], [0.56773, -1.93561, -6.76981], [1.84216, -0.30417, -8.10998], [1.67982, 2.12010, -7.60866], [-1.05482, 1.27937, -4.44079], [-0.97802, 7.42429, -4.06449], [-1.50900, 8.54881, -1.91652], [-1.15480, 7.37486, 0.21694], [-0.94244, 5.04858, 1.32440], [0.77408, 5.34922, 1.06404], [-1.73871, 2.54350, 0.66408], [2.16441, 1.11098, 0.14647], [0.25120, 3.93768, -1.93329]]
}

***

(3)
{
  "formula": "C46H38F2LuN9O9",
  "method": "the ωB97M-V functional and the def2-TZVPD basis",
  "de_lowest_ev": 2.773,
  "gap_ev": 1.66,
  "charge": -2,
  "e_lumo_ev": 1.7,
  "elements": ["Lu", "C", "N", "C", "C", "N", "C", "C", "C", "C", "C", "C", "N", "C", "N", "C", "C", "C", "C", "C", "C", "N", "H", "H", "H", "H", "H", "H", "H", "H", "H", "H", "H", "H", "H", "H", "H", "F", "C", "C", "C", "C", "C", "F", "C", "C", "C", "C", "C", "C", "N", "H", "H", "H", "H", "H", "H", "N", "C", "N", "C", "C", "O", "C", "C", "H", "H", "H", "H", "H", "H", "H", "H", "O", "C", "C", "C", "C", "C", "C", "C", "O", "O", "H", "H", "H", "H", "H", "O", "O", "C", "O", "C", "C", "C", "C", "C", "C", "N", "O", "O", "H", "H", "H", "H"],
  "coordinates": [[-20.93359, -7.87871, -5.71924], [-16.67059, -6.33551, -17.95042], [-17.33384, -7.58446, -17.70484], [-18.68363, -7.92056, -18.00227], [-19.32025, -8.18031, -16.72984], [-20.55312, -7.79760, -16.43870], [-20.75656, -8.03440, -15.12542], [-21.39793, -7.20781, -14.30854], [-21.08811, -7.04350, -12.99912], [-20.17685, -8.02203, -12.43628], [-19.40321, -8.88207, -13.24460], [-19.51384, -8.79603, -14.61143], [-18.72096, -8.88267, -15.73551], [-15.43789, -6.46228, -17.17318], [-15.15926, -7.61314, -16.53310], [-13.79837, -7.44163, -16.12045], [-13.07355, -8.32017, -15.28198], [-12.21149, -7.69819, -14.39975], [-11.88096, -6.29774, -14.47295], [-12.41717, -5.51402, -15.53268], [-13.41176, -6.03288, -16.23977], [-14.54962, -5.51712, -17.04469], [-16.70320, -6.30014, -18.99814], [-17.34423, -5.48886, -17.73371], [-16.63217, -8.04670, -17.23212], [-19.28810, -7.13141, -18.53370], [-18.88632, -8.93333, -18.49995], [-19.43633, -7.46824, -8.17915], [-21.57481, -6.41513, -12.25260], [-19.97605, -7.92338, -11.36216], [-18.66202, -9.53481, -12.78411], [-17.73635, -9.12263, -15.83341], [-13.35047, -9.34055, -15.39326], [-11.75677, -8.27238, -13.56853], [-11.30800, -5.74193, -13.78554], [-12.27821, -4.42744, -15.48727], [-14.61604, -4.50076, -17.25631], [-17.00024, -4.77828, -4.29249], [-18.22499, -4.21795, -4.11626], [-18.76598, -3.69206, -2.94147], [-20.17633, -3.40153, -3.06126], [-21.15476, -3.74406, -3.94632], [-20.48291, -4.06783, -5.23626], [-21.09251, -3.51672, -6.31921], [-19.06926, -4.38503, -5.15355], [-22.56678, -3.60130, -3.45434], [-22.77940, -4.19658, -2.30471], [-24.03149, -4.43157, -1.79662], [-25.20610, -3.82280, -2.43150], [-24.93284, -3.13107, -3.72548], [-23.68179, -3.02111, -4.10794], [-18.31462, -3.78020, -1.97991], [-18.69744, -4.66575, -6.13060], [-21.87955, -4.25538, -1.70904], [-24.05796, -4.83708, -0.81943], [-26.16248, -3.73052, -1.85057], [-25.70023, -2.68945, -4.45604], [-22.81618, -9.56208, -4.94485], [-22.85342, -10.37815, -4.07632], [-22.62139, -11.53892, -3.47561], [-23.63001, -12.32334, -2.75468], [-23.70229, -13.66272, -3.52374], [-22.54759, -14.42493, -3.30082], [-21.37207, -13.71539, -3.67880], [-21.61592, -12.37293, -4.31080], [-24.53024, -11.68995, -2.74480], [-23.24376, -12.56666, -1.76293], [-23.86303, -13.48703, -4.60136], [-24.55124, -14.21275, -3.19760], [-20.69986, -14.41950, -4.22933], [-20.85322, -13.46985, -2.72695], [-21.98718, -12.41581, -5.32553], [-20.65747, -11.84432, -4.38476], [-25.05463, -4.23252, -8.04257], [-24.38387, -5.25485, -8.44977], [-24.31780, -5.40637, -9.93268], [-23.76156, -6.52704, -10.53622], [-23.24271, -7.48146, -9.69807], [-23.06484, -7.35147, -8.29020], [-23.70336, -6.33405, -7.67637], [-23.66729, -6.19987, -6.24025], [-24.59093, -5.52038, -5.75640], [-22.63532, -6.55555, -5.57528], [-25.02665, -4.89528, -6.42210], [-24.87078, -4.55762, -10.38129], [-23.78705, -6.78597, -11.58981], [-22.84124, -8.48596, -9.94206], [-22.50785, -8.15185, -7.79137], [-19.91185, -7.68894, -7.33080], [-19.32479, -7.94616, -4.47002], [-19.15042, -9.20794, -4.68733], [-20.05298, -9.92859, -5.20739], [-17.85199, -9.74427, -4.23121], [-17.11508, -9.75278, -3.03040], [-15.80651, -10.30959, -2.98370], [-15.17912, -10.77348, -4.18840], [-15.82992, -10.52234, -5.41550], [-17.19961, -10.19580, -5.36110], [-15.23538, -10.87878, -6.67285], [-14.28601, -11.68343, -6.74736], [-15.83217, -10.43027, -7.65628], [-17.60948, -9.40786, -2.14905], [-15.32741, -10.39979, -2.02851], [-14.17713, -11.15089, -4.18337], [-17.67944, -10.32564, -6.30452]]
}

***

(4)
{
  "formula": "C46H38N2P3ReS3",
  "method": "the ωB97M-V functional and the def2-TZVPD basis",
  "de_lowest_ev": 0.995,
  "gap_ev": [6.20, 6.46],
  "multiplicity": 2,
  "charge": 1,
  "e_lumo_ev": [-3.3, -3.1],
  "elements": ["Re", "S", "P", "C", "P", "S", "C", "C", "C", "C", "C", "C", "C", "C", "C", "C", "C", "C", "C", "C", "C", "C", "C", "C", "C", "C", "C", "C", "C", "C", "H", "H", "H", "H", "H", "H", "H", "H", "H", "H", "H", "H", "H", "H", "H", "H", "H", "H", "H", "H", "N", "P", "C", "C", "C", "C", "C", "C", "C", "C", "C", "C", "C", "C", "C", "C", "C", "C", "C", "C", "H", "H", "H", "H", "H", "H", "H", "H", "H", "H", "H", "H", "H", "H", "H", "S", "C", "C", "N", "C", "H", "H", "H"],
  "coordinates": [[-0.71891, -0.59714, 0.88543], [0.03083, -1.04371, 3.24007], [1.74457, -1.41947, 2.22925], [1.43988, -0.84896, 0.60345], [1.77742, 0.83116, 0.20734], [0.13278, 1.78855, 0.92051], [1.84602, 0.78582, -1.60902], [2.78288, -0.07995, -2.17454], [2.85777, -0.21325, -3.54942], [1.99140, 0.50937, -4.36030], [1.06303, 1.37011, -3.79829], [0.98829, 1.51378, -2.41755], [3.27957, 1.74628, 0.65184], [3.14094, 3.09223, 0.98079], [4.26771, 3.85623, 1.24083], [5.52908, 3.28367, 1.16722], [5.66509, 1.94576, 0.82579], [4.54456, 1.17371, 0.56735], [3.17533, -0.71945, 3.06996], [4.41983, -1.33956, 2.98992], [5.52759, -0.70886, 3.53530], [5.39154, 0.53000, 4.14600], [4.14866, 1.14292, 4.22972], [3.03576, 0.52141, 3.68793], [2.00992, -3.20941, 2.11678], [2.10778, -3.82387, 0.87331], [2.35236, -5.18871, 0.80010], [2.49941, -5.93136, 1.96287], [2.37835, -5.32148, 3.20498], [2.13323, -3.96052, 3.28520], [3.43582, -0.65583, -1.53038], [3.59035, -0.87792, -3.98884], [2.04202, 0.39758, -5.43599], [0.39572, 1.93694, -4.43241], [0.27042, 2.18418, -1.96415], [2.15583, 3.53794, 1.03023], [4.15609, 4.90171, 1.49759], [6.40640, 3.88201, 1.37618], [6.64875, 1.49882, 0.75717], [4.65693, 0.12961, 0.30476], [4.51578, -2.31207, 2.52277], [6.49858, -1.18411, 3.48121], [6.26332, 1.02370, 4.55613], [4.04722, 2.10625, 4.71195], [2.05800, 0.98551, 3.75098], [2.00071, -3.22096, -0.01943], [2.44287, -5.66803, -0.16632], [2.72201, -6.98917, 1.90375], [2.48669, -5.90558, 4.10959], [2.03739, -3.47483, 4.24997], [-1.88775, -0.13415, -0.51893], [-3.07702, 0.78904, -1.01699], [-4.11634, 1.45317, 0.30873], [-5.09441, 2.39936, 0.00288], [-5.93964, 2.85414, 1.00147], [-5.80262, 2.37654, 2.29882], [-4.81390, 1.45480, 2.60737], [-3.97162, 0.98864, 1.60913], [-2.59181, 2.25904, -1.95689], [-2.53647, 2.22785, -3.34650], [-2.17557, 3.37125, -4.04400], [-1.86291, 4.53371, -3.35530], [-1.90619, 4.56083, -1.96691], [-2.27052, 3.42640, -1.26257], [-4.13287, -0.23180, -2.07810], [-5.51966, -0.26540, -1.98581], [-6.24267, -1.10215, -2.82398], [-5.58842, -1.90690, -3.74466], [-4.20201, -1.89488, -3.82041], [-3.47442, -1.06510, -2.98512], [-5.18405, 2.78166, -1.00705], [-6.70327, 3.58474, 0.76955], [-6.46739, 2.73361, 3.07437], [-4.70102, 1.10099, 3.62363], [-3.19088, 0.26803, 1.82939], [-2.79540, 1.31832, -3.87301], [-2.14243, 3.35706, -5.12589], [-1.58865, 5.42507, -3.90415], [-1.65886, 5.47012, -1.43505], [-2.30400, 3.43056, -0.18133], [-6.03832, 0.34828, -1.26247], [-7.32223, -1.12593, -2.75628], [-6.15897, -2.54853, -4.40314], [-3.68893, -2.53249, -4.52855], [-2.39064, -1.05400, -3.01696], [-1.75934, -5.10224, 1.22055], [-1.30753, -4.67205, -0.37776], [-1.07116, -3.34460, -0.45095], [-1.25537, -2.66818, 0.73533], [-1.62658, -3.47748, 1.69543], [-1.22586, -5.41158, -1.15618], [-0.77390, -2.79337, -1.32940], [-1.81204, -3.16339, 2.71009]]
}